4 unconnected molecules or ions with the total composition C16H40O4. Source: OMol25; level of theory: ωB97M-V with the def2-TZVPD basis set.

Summary:
2S+1 = 1
Charge = 0
Maximum force = 0.16754 hartree/bohr
ΔE to the lowest compared entry with this formula, charge and spin = 108.3 kJ/mol
SMILES = CCOCC.CCOCC.CCOCC.CCOCC

Each line ends with the natural charge from an NBO analysis.
Element x y z (Å)
O  3.3396  -2.3571  0.8756  -0.53
O  -4.5134  2.1929  0.5196  -0.55
O  1.1456  -3.0121  -2.8034  -0.58
O  0.2017  3.0939  1.6826  -0.53
C  0.9676  -1.8441  -2.0364  -0.01
C  2.3076  -3.1291  -3.6814  -0.06
C  1.3416  1.0239  1.4816  -0.62
C  0.3007  1.7639  2.1916  -0.05
C  -0.3824  -1.8511  -1.3344  -0.60
C  -0.9224  5.1239  1.4636  -0.61
C  -3.3784  0.2439  0.3166  -0.62
C  4.5256  -0.2591  0.5506  -0.62
C  3.3297  -3.7431  0.7506  -0.08
C  4.6106  -1.8481  0.5416  -0.06
C  2.2286  -4.2861  1.4126  -0.62
C  -5.7484  2.7809  0.2596  -0.06
C  -0.9233  3.7439  1.9556  -0.03
C  -5.6314  4.0289  1.1976  -0.62
C  -4.6384  0.8129  0.0616  -0.09
C  1.9096  -2.6951  -5.1114  -0.61
H  4.2226  -4.2951  1.2586  0.15
H  -0.0874  5.7889  1.7116  0.20
H  2.3256  1.4719  1.6736  0.22
H  2.3877  -4.3731  -3.6114  0.19
H  -0.0734  -2.3111  -0.4524  0.20
H  -1.8164  5.6169  1.6856  0.21
H  4.5276  0.1859  1.5786  0.20
H  -0.6563  -0.9831  -1.0824  0.20
H  -0.5603  1.1049  2.0736  0.15
H  -4.6564  4.3559  1.0106  0.21
H  0.9796  -1.0831  -2.9784  0.11
H  -1.9104  3.2929  1.5186  0.14
H  2.4736  -5.2341  1.6516  0.22
H  4.8946  -1.9331  -0.4234  0.15
H  1.3166  -3.3621  -5.5174  0.20
H  1.0327  -4.0151  1.1356  0.20
H  5.3076  0.1999  0.0496  0.20
H  1.4837  -1.6701  -4.9694  0.20
H  -1.0654  -2.3801  -1.7514  0.21
H  -2.4604  0.6339  -0.1504  0.21
H  1.5666  0.1199  1.8516  0.22
H  1.7857  -1.5851  -1.5174  0.16
H  5.3926  -2.2621  0.9976  0.16
H  -4.7394  0.7149  -1.0024  0.18
H  -1.1104  3.6719  2.9826  0.14
H  -5.3654  0.2749  0.6666  0.18
H  0.8896  0.8169  0.4586  0.21
H  -0.6883  5.0349  0.5526  0.20
H  -6.3504  4.6699  0.8516  0.20
H  2.7036  -2.5801  -5.7104  0.20
H  -3.5784  -0.7511  -0.0634  0.21
H  -5.5834  3.0879  -0.7794  0.17
H  3.0956  -2.4661  -3.3924  0.17
H  3.6927  0.1329  -0.0494  0.22
H  -2.9424  0.3279  1.3116  0.22
H  -6.6634  2.1009  0.4646  0.17
H  3.3076  -3.9411  -0.2344  0.17
H  -5.6374  3.8669  2.3156  0.21
H  2.0366  -3.9761  2.4926  0.22
H  0.4506  1.9469  3.0996  0.16

Forces on atoms 1 to 6 (eV/Å):
O 1.231 0.722 0.332
O -0.878 -3.292 -0.442
O 0.496 -1.582 0.422
O 2.232 -1.702 -2.384
C -2.894 1.716 -7.110
C -2.598 -3.095 -0.224

***

A molecular structure, C21H45CaN7O9SSi3. Source: OMol25; level of theory: ωB97M-V with the def2-TZVPD basis set.

Summary:
2S+1 = 1
Charge = 0
Maximum force = 0.07982 hartree/bohr
ΔE to the lowest compared entry with this formula, charge and spin = 148.6 kJ/mol

Each line ends with the Löwdin charge.
Element x y z (Å)
Ca  0.8678  0.4219  0.4643  1.25
S  3.1575  1.4327  2.0911  0.69
Si  -1.1693  3.0738  0.3221  0.43
Si  -2.8004  0.5088  1.1356  0.44
Si  -1.0120  1.9461  3.1828  0.25
O  -0.2305  2.1321  -6.5183  0.07
O  0.3427  -1.3411  -1.3130  -0.12
O  -1.0115  -3.8772  -6.8956  0.11
O  -0.6641  0.4707  3.9516  -0.31
O  -0.2300  -4.5621  -4.9738  0.06
O  3.8612  -3.0851  -0.9623  0.03
O  -0.0746  0.6494  -8.0948  0.09
O  0.8766  0.7035  -1.9745  -0.10
O  0.4746  -1.0783  2.1993  -0.26
N  3.1728  -0.2067  -0.4424  -0.01
N  -0.2296  0.9713  -6.9350  -0.33
N  3.8882  -5.0254  -2.1622  0.15
N  5.3442  -0.0482  2.4375  0.10
N  -0.5276  -3.6927  -5.8093  -0.35
N  4.3714  -0.1731  0.3822  -0.03
N  2.0658  -3.6681  -2.2535  0.18
C  -0.3338  -2.3441  -5.4033  -0.11
C  -4.4362  1.4563  0.9186  -0.19
C  4.3315  0.3503  1.5885  -0.86
C  0.5080  3.0850  3.4877  -0.16
C  0.6076  3.6953  -0.3551  -0.16
C  -0.3634  -1.3130  -6.3610  0.09
C  -0.2020  -2.0619  -4.0258  0.09
C  0.3841  -0.4267  -2.1872  -0.64
C  -2.0997  2.8349  -1.3435  -0.19
C  0.1009  -0.7565  -3.6209  -0.07
C  0.2101  -2.4598  2.3684  -0.27
C  -1.2488  1.6257  1.4768  -0.53
C  -2.4821  2.6220  4.1343  -0.14
C  1.5704  -3.1413  2.5966  -0.06
C  -0.7203  0.0991  5.2815  -0.15
C  0.0085  0.2861  -4.5794  0.10
C  -0.2357  -0.0618  -5.8747  -0.14
C  -2.6427  -0.5697  -0.4202  -0.16
C  3.3066  -3.8556  -1.6877  -0.65
C  -1.8888  4.5476  1.3059  -0.17
C  -3.0869  -0.7970  2.4881  -0.17
H  2.1821  -2.9137  3.4560  0.07
H  -2.3895  2.4727  5.2170  0.02
H  -2.7330  3.7035  4.0249  0.04
H  -0.3594  -2.7888  -3.2217  0.13
H  -2.1529  3.7676  -1.9474  0.04
H  1.4782  -4.1641  2.6359  0.04
H  -3.1352  2.4559  -1.2393  0.00
H  0.4706  4.0144  2.9894  0.00
H  -0.3222  -2.8431  1.5346  0.10
H  -2.9550  4.3739  1.3849  0.03
H  2.9907  -1.1846  -0.6876  0.06
H  5.9694  -0.7997  2.1426  0.11
H  -2.5598  -0.0125  -1.3462  0.03
H  0.2955  4.7015  -0.5994  0.02
H  -2.2381  -1.5448  2.4800  0.03
H  -1.3884  -0.7443  5.4767  0.09
H  0.9478  3.0960  -1.1701  -0.02
H  -1.7045  -1.0500  -0.1984  -0.01
H  3.2900  0.3490  -1.2578  0.09
H  -1.8453  5.4332  0.6991  0.02
H  -0.9452  0.9169  5.9226  0.07
H  5.3160  0.2066  3.3938  0.08
H  0.1551  -0.5055  2.9303  0.03
H  0.2056  -0.3468  5.6572  0.09
H  0.5881  3.2610  4.5729  0.04
H  2.2563  -2.8985  1.7416  0.08
H  -3.3912  -1.3074  -0.4241  0.02
H  -4.2925  2.2469  0.1799  -0.01
H  -0.4323  -1.6334  -7.3903  0.14
H  -1.6164  2.2295  -2.1556  0.03
H  -3.3750  2.1327  3.7281  0.02
H  -5.2666  0.8343  0.5552  0.03
H  1.5359  -2.8587  -1.9805  0.05
H  0.1672  1.3531  -4.3789  0.14
H  3.4625  -5.6751  -2.7717  0.08
H  -0.4716  -2.6380  3.2595  0.13
H  -3.3398  -0.4731  3.4720  0.01
H  -1.4967  4.7218  2.2605  -0.01
H  4.7057  -5.4008  -1.6919  0.11
H  5.0221  -0.8612  0.0665  0.13
H  -4.8074  1.8617  1.8816  0.03
H  1.4051  2.5024  3.2301  -0.09
H  1.3221  3.5354  0.4518  -0.01
H  1.5708  -4.4133  -2.7261  0.10
H  -3.8797  -1.4794  2.2229  0.02

Forces on atoms 1 to 6 (eV/Å):
Ca -0.334 0.138 -0.092
S 0.055 -0.076 0.056
Si 0.510 0.208 -0.024
Si 0.272 0.501 0.079
Si 0.606 1.310 0.822
O -0.370 -0.915 -0.713

***

2 unconnected molecules or ions with the total composition C5H5FO5S. Source: OMol25; level of theory: ωB97M-V with the def2-TZVPD basis set.

Summary:
2S+1 = 1
Charge = -2
Maximum force = 0.03129 hartree/bohr
ΔE to the lowest compared entry with this formula, charge and spin = 95.5 kJ/mol

Each line ends with the natural charge from an NBO analysis.
Element x y z (Å)
S  -3.0595  0.8627  0.1077  2.34
F  -2.3508  -0.7105  -1.8558  -0.39
O  -2.4135  2.1669  -0.1525  -1.06
O  -2.2003  -3.1868  -0.4258  -0.67
O  -1.4823  -2.3173  1.5459  -0.67
O  -4.3413  0.7304  -0.6051  -1.04
O  -3.2168  0.6284  1.5566  -1.05
C  -0.5571  -0.1026  -0.4189  -0.01
C  -0.1755  0.3387  0.9671  -0.66
C  0.3890  -0.3015  -1.3579  -0.58
C  -1.9485  -0.4165  -0.5480  -0.17
C  -1.8726  -2.4252  0.4294  0.95
H  1.4394  -0.1335  -1.1564  0.16
H  -1.0397  0.8020  1.4332  0.26
H  0.1092  -0.5306  1.5659  0.22
H  0.1420  -0.6393  -2.3518  0.18
H  0.6640  1.0369  0.9421  0.18

Forces on atoms 1 to 6 (eV/Å):
S -1.330 0.809 0.408
F 0.365 0.107 0.170
O -0.018 -0.409 -0.086
O -0.225 -0.315 -0.594
O 0.272 0.057 0.847
O 0.670 -0.245 0.050

***

A molecular structure, C54H42BaN2O6SSbTe. Source: OMol25; level of theory: ωB97M-V with the def2-TZVPD basis set.

Summary:
2S+1 = 1
Charge = -1
Maximum force = 0.07636 hartree/bohr
ΔE to the lowest compared entry with this formula, charge and spin = 57.4 kJ/mol

Each line ends with the Löwdin charge.
Element x y z (Å)
Ba  -0.1308  -1.2571  2.6052  2.21
Te  3.4968  -0.9949  -1.0241  1.28
Sb  -2.6728  -0.8865  -2.4346  1.25
S  -1.8310  -2.7871  -1.5504  0.07
O  2.0606  0.1303  7.7994  0.08
O  0.3184  -3.5319  2.8785  -0.33
O  -2.0331  -0.0572  1.6580  -0.23
O  -3.4176  -0.3383  -0.0696  -0.15
O  -0.5286  -5.5154  3.5537  0.02
O  1.0318  -0.1123  4.0465  -0.47
N  1.4208  0.5375  1.4148  -0.05
N  -2.0830  -2.6561  2.1835  -0.08
C  -4.7438  -0.5605  -2.7960  -0.30
C  -1.5744  -0.1545  -6.6822  -0.10
C  2.5899  -3.6614  5.0954  -0.08
C  -7.4429  -0.1449  -3.3734  -0.10
C  -3.0477  -4.8027  2.2705  0.01
C  2.2940  -0.6953  -3.7955  -0.15
C  -2.1111  3.3596  -1.5758  -0.07
C  3.5787  1.6564  5.8992  0.02
C  3.3471  1.3249  -3.0236  -0.14
C  1.0134  0.4480  0.0149  -0.33
C  -0.5679  1.3064  -2.6245  -0.14
C  3.5331  2.4829  3.6779  0.01
C  3.0366  -0.0174  -2.8282  -0.56
C  3.4876  4.6741  -0.6804  -0.09
C  2.6184  0.7100  5.5773  -0.09
C  3.9384  2.6225  0.4960  -0.07
C  2.6290  2.5916  0.9642  -0.20
C  2.7491  -2.3070  5.3437  -0.03
C  5.0785  3.6111  5.3211  -0.07
C  -1.9025  0.0158  -5.3429  -0.15
C  -2.0815  -1.0845  -4.5030  -0.35
C  -6.4844  0.0452  -4.3571  -0.09
C  2.1771  4.6400  -0.2254  -0.09
C  -4.1600  -4.2959  1.6102  -0.04
C  1.9534  -1.6726  6.2901  -0.16
C  1.7513  3.6042  0.5953  -0.02
C  -1.8710  1.0532  -2.2061  -0.33
C  1.8475  -0.0323  -4.9296  -0.09
C  2.1797  -0.2359  6.6444  -0.30
C  2.1572  1.3090  -5.1177  -0.09
C  2.9151  1.9823  -4.1712  -0.11
C  -4.1857  -2.9753  1.1741  -0.02
C  4.3664  3.6603  -0.3197  -0.10
C  2.5743  1.5461  3.2956  -0.05
C  -2.6414  2.0809  -1.6725  -0.10
C  0.8189  -3.7497  6.7155  -0.07
C  1.6238  -4.3844  5.7789  -0.09
C  -1.4182  -1.4330  -7.1998  -0.11
C  -5.1418  -0.1702  -4.0736  -0.11
C  -0.6068  -4.3955  3.0650  -0.63
C  -3.1053  -2.1685  1.4851  -0.23
C  -5.7105  -0.7373  -1.8110  -0.11
C  -7.0534  -0.5370  -2.1008  -0.08
C  0.9932  -2.4003  6.9820  -0.02
C  2.0353  0.6634  4.2895  -0.32
C  -1.9059  -2.3615  -5.0311  -0.14
C  -0.0312  2.5818  -2.5035  -0.08
C  4.0475  2.5712  4.9662  -0.27
C  -2.8535  -0.7258  0.9850  -0.62
C  -1.9917  -3.9395  2.5219  -0.18
C  1.4144  -0.9184  -0.5500  -0.49
C  2.1473  1.4851  1.8666  -0.19
C  -0.8076  3.6092  -1.9886  -0.09
C  -1.5774  -2.5350  -6.3705  -0.09
H  0.9939  2.7642  -2.8026  0.08
H  1.4824  5.4219  -0.5065  0.10
H  1.4729  -5.4315  5.5571  0.10
H  -6.7788  0.3596  -5.3507  0.10
H  -2.9709  -5.8367  2.5763  0.11
H  -2.7124  4.1601  -1.1633  0.10
H  3.9069  1.8650  -2.2706  0.07
H  5.3909  3.6782  -0.6711  0.10
H  -3.6409  1.8767  -1.3130  0.10
H  1.1990  -1.7243  0.1529  0.01
H  0.0471  -4.3090  7.2294  0.10
H  -2.0099  -3.2209  -4.3783  0.06
H  0.3784  -1.8914  7.7136  0.11
H  3.9070  3.1795  2.9366  0.11
H  -2.0153  1.0210  -4.9527  0.10
H  -4.4106  -0.0355  -4.8596  0.08
H  -1.4421  0.7115  -7.3198  0.10
H  -5.3962  -0.9940  -0.8122  0.07
H  1.7993  1.8288  -5.9979  0.10
H  -7.7962  -0.6827  -1.3263  0.10
H  -8.4902  0.0162  -3.5969  0.10
H  -1.4457  -3.5345  -6.7669  0.10
H  1.2438  -0.5608  -5.6561  0.10
H  5.4711  3.4404  6.3237  0.07
H  -0.3972  4.6090  -1.9115  0.09
H  3.1551  3.0298  -4.3101  0.10
H  0.8830  -1.1353  -1.4716  0.01
H  3.8239  5.4870  -1.3117  0.10
H  1.4403  1.2394  -0.6060  0.08
H  -1.1685  -1.5694  -8.2450  0.10
H  4.6214  1.8318  0.7790  0.11
H  0.7280  3.5766  0.9518  0.13
H  -5.0147  -2.5973  0.5952  0.10
H  4.6564  4.6190  5.2989  0.07
H  -5.0009  -4.9446  1.3960  0.10
H  0.0398  0.5127  -3.0508  0.09
H  -0.0791  0.5320  -0.0233  0.10
H  3.4903  -1.7328  4.7995  0.12
H  3.1979  -4.1491  4.3449  0.11
H  5.9198  3.5970  4.6247  0.07
H  2.0461  -1.7402  -3.6513  0.10
H  3.9650  1.6626  6.9133  0.12

Forces on atoms 1 to 6 (eV/Å):
Ba 0.844 0.557 -1.162
Te 0.065 -0.175 -0.004
Sb 0.071 -0.030 -0.213
S 0.093 0.067 0.022
O -0.009 0.040 0.036
O -0.251 -2.194 0.310

***

| no. | DFT total energy (hartree) |
| --- | --- |
| 1 | -934.165563 |
| 2 | -3831.998316 |
| 3 | -1067.764109 |
| 4 | -3576.064670 |